1.
{
  "formula": "C12H17O7S",
  "method": "ωB97M-V with the def2-TZVPD basis set",
  "species": ["C", "C", "S", "C", "O", "C", "O", "C", "C", "O", "H", "H", "H", "H", "H", "H", "H", "H", "H", "H", "H", "H", "H", "C", "C", "C", "O", "C", "C", "C", "O", "O", "O", "H", "H", "H", "H"],
  "xyz": [[0.981, -0.805, 2.450], [1.726, -1.131, 1.204], [1.629, -2.849, 0.418], [-0.165, -3.442, 0.341], [-0.672, -3.993, 1.607], [-2.119, -4.305, 1.357], [-2.917, -3.254, 1.990], [-3.765, -2.514, 1.056], [-3.390, -0.886, 1.059], [-3.174, -0.398, -0.344], [1.226, 0.229, 2.978], [0.225, -1.567, 2.935], [2.396, -0.309, 0.669], [1.989, -2.673, -0.947], [-0.181, -4.280, -0.507], [-0.853, -2.520, 0.022], [-2.239, -4.418, 0.202], [-2.370, -5.376, 1.821], [-4.883, -2.606, 1.464], [-3.743, -2.870, -0.055], [-4.359, -0.300, 1.430], [-2.446, -0.657, 1.725], [-2.534, 0.395, -0.300], [1.266, 4.065, -0.547], [2.162, 4.919, -1.046], [3.069, 4.526, -2.159], [3.870, 5.339, -2.609], [2.969, 3.153, -2.677], [2.076, 2.298, -2.176], [1.149, 2.700, -1.083], [0.326, 1.897, -0.655], [1.978, 1.005, -2.657], [2.278, 6.203, -0.546], [0.598, 4.338, 0.260], [3.647, 2.875, -3.474], [1.259, 0.586, -2.136], [2.993, 6.624, -1.072]],
  "charge": 1,
  "gap_ev": 8.130,
  "multiplicity": 1,
  "max_force_ev_per_a": 4.66
}

***

2.
{
  "formula": "C2H2ClN3O2S",
  "method": "ωB97M-V with the def2-TZVPD basis set",
  "species": ["C", "C", "N", "N", "N", "O", "O", "S", "Cl", "H", "H"],
  "xyz": [[1.865, 0.582, 0.058], [0.839, -0.097, 0.646], [1.339, 1.378, -0.914], [0.057, 1.196, -0.980], [-0.273, 0.393, -0.001], [-0.958, -2.418, -1.230], [-1.943, -0.923, 1.387], [-1.609, -0.736, 0.036], [-2.899, 0.682, -0.831], [2.878, 0.873, 0.414], [0.704, -0.930, 1.415]],
  "charge": 0,
  "gap_ev": [7.820, 8.178],
  "de_lowest_kj_mol": 556.63,
  "multiplicity": 1,
  "max_force_ev_per_a": 3.64
}

***

3.
{
  "formula": "C5H8O",
  "method": "ωB97M-V with the def2-TZVPD basis set",
  "species": ["C", "C", "C", "C", "C", "O", "H", "H", "H", "H", "H", "H", "H", "H"],
  "xyz": [[1.283, 0.427, 0.688], [1.026, -0.873, -0.055], [-0.316, -1.545, -0.040], [0.011, -0.978, -1.157], [-1.402, 2.025, -1.116], [-1.000, 2.110, -2.175], [0.361, 1.014, 0.780], [1.660, 0.234, 1.699], [2.028, 1.042, 0.167], [1.917, -1.509, -0.117], [-2.208, 0.245, 1.772], [-1.030, -2.100, 0.550], [-0.230, -0.723, -2.178], [-2.231, 0.655, 1.152]],
  "charge": 0,
  "gap_ev": 10.573,
  "de_lowest_kj_mol": 382.60,
  "multiplicity": 1,
  "max_force_ev_per_a": 1.39
}

***

4.
{
  "formula": "CHAlF3O4S",
  "method": "ωB97M-V with the def2-TZVPD basis set",
  "species": ["Al", "C", "F", "F", "F", "S", "O", "O", "O", "O", "H"],
  "xyz": [[18.327, -8.240, 14.857], [17.290, -12.326, 13.292], [17.136, -13.618, 13.595], [18.422, -12.321, 12.507], [16.253, -11.973, 12.605], [17.583, -11.252, 14.874], [18.791, -11.968, 15.389], [17.864, -9.848, 14.470], [16.370, -11.278, 15.678], [18.006, -6.192, 15.040], [18.684, -5.496, 15.143]],
  "charge": 1,
  "gap_ev": 6.472,
  "de_lowest_kj_mol": 0.00,
  "multiplicity": 1,
  "max_force_ev_per_a": 10.04
}

***

5.
{
  "formula": "C45H63FHfN3O4P2",
  "method": "ωB97M-V with the def2-TZVPD basis set",
  "species": ["Hf", "C", "C", "C", "C", "C", "C", "C", "C", "C", "C", "C", "C", "C", "C", "C", "C", "C", "H", "H", "H", "H", "H", "H", "H", "H", "H", "H", "H", "H", "H", "H", "H", "H", "H", "H", "H", "H", "H", "H", "H", "H", "H", "H", "H", "H", "H", "C", "P", "C", "C", "C", "C", "C", "C", "C", "P", "C", "C", "H", "H", "H", "H", "H", "H", "H", "H", "H", "H", "H", "H", "H", "H", "H", "H", "F", "C", "C", "C", "C", "O", "C", "C", "N", "C", "C", "C", "C", "C", "C", "N", "C", "C", "N", "C", "C", "C", "O", "O", "H", "H", "H", "H", "H", "H", "H", "H", "H", "H", "H", "H", "H", "H", "H", "H", "H", "H", "O", "C"],
  "xyz": [[-0.245, -0.497, -1.604], [1.781, -1.309, -0.396], [1.391, -2.298, -1.339], [1.631, -1.718, -2.650], [2.172, -0.406, -2.405], [2.354, -0.186, -1.031], [3.385, 0.718, -0.371], [4.552, -0.233, -0.014], [2.893, 1.348, 0.932], [3.965, 1.759, -1.333], [1.764, -2.345, -4.053], [2.279, -1.302, -5.059], [0.479, -2.937, -4.662], [2.847, -3.438, -3.968], [1.034, -3.704, -0.829], [0.300, -3.629, 0.524], [2.358, -4.453, -0.580], [0.146, -4.514, -1.773], [1.708, -1.442, 0.671], [2.480, 0.263, -3.192], [4.234, -1.013, 0.678], [5.355, 0.339, 0.453], [4.948, -0.712, -0.911], [2.673, 0.563, 1.657], [2.004, 1.965, 0.801], [3.684, 1.969, 1.355], [4.282, 1.290, -2.265], [4.847, 2.212, -0.879], [3.286, 2.572, -1.581], [1.628, -0.423, -5.107], [2.294, -1.758, -6.049], [3.295, -0.979, -4.830], [-0.050, -2.175, -5.236], [-0.213, -3.340, -3.932], [0.743, -3.732, -5.361], [3.734, -3.070, -3.448], [3.142, -3.742, -4.973], [2.484, -4.324, -3.453], [0.925, -3.217, 1.317], [0.036, -4.642, 0.828], [-0.624, -3.055, 0.449], [2.973, -3.915, 0.144], [2.940, -4.571, -1.492], [2.148, -5.445, -0.180], [-0.794, -3.990, -1.973], [-0.099, -5.467, -1.304], [0.643, -4.740, -2.711], [0.614, 3.316, -1.226], [-0.231, 2.191, -2.374], [-1.868, 2.996, -2.430], [0.515, 2.462, -4.018], [1.673, 3.225, -4.115], [2.300, 3.435, -5.339], [1.764, 2.887, -6.491], [0.609, 2.122, -6.417], [-0.023, 1.894, -5.197], [-1.460, 0.785, -5.198], [-1.384, -0.215, -6.695], [-3.040, 1.689, -5.302], [1.644, 3.029, -1.062], [0.081, 3.233, -0.277], [0.565, 4.349, -1.572], [-2.149, 3.248, -1.408], [-2.635, 2.330, -2.806], [-1.815, 3.909, -3.023], [2.100, 3.676, -3.230], [3.200, 4.033, -5.382], [2.238, 3.052, -7.449], [0.202, 1.701, -7.325], [-0.411, -0.695, -6.790], [-1.599, 0.366, -7.591], [-2.149, -0.986, -6.577], [-3.556, 1.365, -6.206], [-2.885, 2.764, -5.353], [-3.668, 1.444, -4.447], [1.420, 1.467, 5.022], [0.215, 1.058, 4.591], [0.049, 0.872, 3.256], [-1.162, 0.387, 2.740], [-1.319, 0.124, 1.341], [-0.382, 0.308, 0.478], [-2.587, -0.375, 0.951], [-3.580, -0.592, 1.849], [-3.426, -0.346, 3.163], [-4.522, -0.659, 4.072], [-5.241, 0.462, 4.766], [-5.919, -0.302, 3.673], [-2.214, 0.124, 3.641], [-2.017, 0.339, 5.011], [-0.813, 0.794, 5.528], [-0.663, 0.971, 6.904], [-1.242, 0.026, 7.848], [-2.007, 0.799, 8.924], [-1.286, 2.096, 9.194], [0.189, 1.960, 8.972], [0.460, 1.721, 7.482], [-2.553, -0.564, -0.530], [-2.711, 0.414, -1.264], [-1.927, -1.629, -0.922], [0.870, 1.073, 2.582], [-4.544, -0.977, 1.547], [-4.365, -1.587, 4.606], [-4.923, 1.470, 4.532], [-5.561, 0.303, 5.786], [-6.068, 0.216, 2.735], [-6.699, -1.003, 3.930], [-2.843, 0.158, 5.682], [-0.451, -0.579, 8.303], [-1.914, -0.667, 7.351], [-2.063, 0.235, 9.853], [-3.015, 1.049, 8.599], [-1.475, 2.410, 10.149], [-1.648, 2.819, 8.569], [0.528, 1.131, 9.590], [0.690, 2.864, 9.312], [1.415, 1.200, 7.400], [0.555, 2.673, 6.964], [-2.218, -1.489, -4.029], [-1.453, -0.638, -3.718]],
  "charge": 3,
  "gap_ev": 7.366,
  "de_lowest_kj_mol": 206.41,
  "multiplicity": 1,
  "max_force_ev_per_a": 0.87
}

***

6.
{
  "formula": "C49H51ClDyN5O3PSb2",
  "method": "ωB97M-V with the def2-TZVPD basis set",
  "species": ["Dy", "C", "Sb", "C", "C", "C", "C", "C", "C", "C", "C", "C", "Sb", "C", "C", "H", "H", "H", "H", "H", "H", "H", "H", "H", "H", "H", "H", "H", "H", "H", "H", "H", "H", "H", "H", "C", "C", "C", "C", "C", "C", "C", "C", "C", "C", "C", "C", "C", "C", "C", "N", "H", "H", "H", "H", "H", "H", "H", "H", "H", "H", "Cl", "C", "C", "C", "C", "C", "C", "P", "C", "C", "C", "C", "C", "C", "C", "C", "C", "C", "C", "C", "H", "H", "H", "H", "H", "H", "H", "H", "H", "H", "H", "H", "H", "H", "O", "N", "O", "C", "N", "C", "C", "O", "N", "C", "N", "H", "H", "H", "H", "H", "H", "H"],
  "xyz": [[0.365, -0.464, 0.132], [3.274, -3.379, 2.615], [1.897, -1.707, 3.062], [3.162, -0.275, 4.153], [0.981, -2.601, 4.881], [0.675, -4.034, 4.659], [1.617, -5.008, 4.990], [1.412, -6.361, 4.731], [0.255, -6.760, 4.054], [-0.678, -5.785, 3.773], [-0.468, -4.452, 4.043], [-1.535, -3.544, 3.525], [-1.194, -3.051, 1.463], [-3.307, -3.357, 1.066], [-0.536, -4.814, 0.471], [3.672, -3.894, 3.476], [4.108, -2.892, 2.047], [2.878, -4.074, 1.893], [3.732, 0.372, 3.463], [3.937, -0.649, 4.774], [2.360, 0.278, 4.706], [0.095, -2.024, 5.252], [1.763, -2.528, 5.650], [2.511, -4.689, 5.541], [2.149, -7.104, 4.916], [-0.015, -7.791, 3.850], [-1.614, -6.045, 3.301], [-1.697, -2.589, 4.023], [-2.452, -4.087, 3.562], [-3.604, -4.433, 1.156], [-3.750, -3.051, 0.090], [-3.851, -2.775, 1.810], [-0.127, -5.490, 1.221], [0.210, -4.578, -0.256], [-1.461, -5.135, 0.003], [-4.184, 0.451, -0.060], [-4.630, -0.162, -1.233], [-3.628, -0.753, -2.095], [-2.324, -0.784, -1.662], [-1.884, -0.234, -0.476], [-2.856, 0.403, 0.309], [-1.224, -1.375, -2.527], [-1.530, -2.402, -3.448], [-0.584, -2.904, -4.213], [0.701, -2.365, -4.104], [1.673, -2.724, -5.057], [2.879, -2.125, -5.025], [3.189, -1.135, -4.032], [2.265, -0.848, -3.083], [1.021, -1.448, -3.056], [-0.009, -0.947, -2.286], [-4.966, 0.970, 0.552], [-5.633, -0.271, -1.568], [-3.914, -1.212, -3.018], [-2.575, 0.776, 1.344], [-2.570, -2.640, -3.571], [-0.785, -3.692, -4.977], [1.511, -3.458, -5.849], [3.662, -2.444, -5.707], [4.203, -0.696, -3.946], [2.580, -0.162, -2.263], [3.418, 2.304, -1.552], [2.591, 3.023, -2.988], [3.367, 3.712, -3.879], [2.799, 4.483, -4.889], [1.421, 4.693, -4.975], [0.673, 4.072, -3.972], [1.222, 3.224, -2.989], [0.054, 2.446, -1.754], [-0.387, 3.873, -0.665], [-1.327, 3.628, 0.347], [-1.527, 4.627, 1.335], [-0.854, 5.804, 1.288], [0.079, 6.022, 0.258], [0.295, 5.083, -0.749], [-1.385, 2.282, -2.885], [-2.668, 2.668, -2.436], [-3.783, 2.254, -3.156], [-3.700, 1.603, -4.374], [-2.411, 1.353, -4.886], [-1.283, 1.657, -4.144], [4.448, 3.668, -3.799], [3.453, 5.001, -5.619], [1.031, 5.335, -5.756], [-0.384, 4.191, -3.852], [-1.736, 2.681, 0.502], [-2.156, 4.434, 2.163], [-0.971, 6.530, 2.030], [0.599, 6.946, 0.267], [0.981, 5.248, -1.532], [-2.804, 3.268, -1.554], [-4.748, 2.649, -2.758], [-4.622, 1.362, -4.913], [-2.351, 0.844, -5.816], [-0.329, 1.185, -4.394], [2.990, -0.603, -0.120], [2.907, -1.841, -0.048], [1.810, -2.371, -0.309], [1.217, 4.349, 3.980], [0.635, 3.129, 3.287], [-0.362, 2.226, 3.865], [-0.445, 1.162, 2.831], [-1.087, 0.157, 2.981], [0.388, 1.447, 1.770], [1.051, 2.584, 2.155], [2.036, 3.122, 1.426], [0.405, 4.677, 4.657], [1.372, 5.208, 3.275], [2.137, 4.245, 4.534], [-1.380, 2.631, 4.101], [-0.005, 1.874, 4.794], [2.194, 2.703, 0.529], [1.981, 4.103, 1.342]],
  "charge": 1,
  "gap_ev": [6.713, 7.723],
  "multiplicity": 6,
  "max_force_ev_per_a": 3.26
}